DFT (the ωB97M-V functional and the def2-TZVPD basis) results for an isolated molecule of C3H7NO.

Results
* net charge: 0
* E_HOMO: -7.22 eV
* gap between HOMO and LUMO: 7.670 eV
* relative energy (zero: lowest compared OMol25 entry of this formula, charge and spin): 378.6 kJ/mol

Element x y z (Å)
H: 0.260 -1.995 0.728
N: -0.084 0.955 0.004
H: -0.841 -0.949 1.636
H: 1.493 2.040 -0.915
O: -0.695 -0.574 -1.605
C: 1.532 1.238 -0.155
H: 1.831 0.355 -0.749
C: -0.651 -1.394 0.657
C: -0.505 -0.370 -0.437
H: -0.276 1.110 0.989
H: -0.591 1.646 -0.547
H: -1.473 -2.062 0.393

---

DFT (the ωB97M-V functional and the def2-TZVPD basis) results for a structure of composition C2H5N3S.

Results
* net charge: 0
* E_HOMO: -8.79 eV
* gap between HOMO and LUMO: 8.827 eV
* relative energy (zero: lowest compared OMol25 entry of this formula, charge and spin): 448.2 kJ/mol

Element x y z (Å)
H: 2.539 0.900 0.584
H: 2.379 -1.255 0.736
H: -3.730 0.847 0.712
H: -0.964 -1.530 -0.933
S: -3.031 -0.225 -0.081
C: -0.627 -0.447 -0.415
N: -1.569 0.405 -0.154
C: 0.854 -0.287 -0.266
N: 1.660 1.067 -0.267
H: 1.057 1.955 0.055
N: 1.432 -1.430 0.029

---

DFT (the ωB97M-V functional and the def2-TZVPD basis) results for a structure of composition C14H28F5FeP2S3.

Results
* net charge: +1
* E_HOMO: -11.83 eV
* gap between HOMO and LUMO: 8.875 eV
* relative energy (zero: lowest compared OMol25 entry of this formula, charge and spin): 59.1 kJ/mol

Element x y z (Å)
F: 0.906 2.959 0.100
H: -1.311 -1.585 -2.012
Fe: 0.555 0.385 0.044
H: 0.164 -3.069 -0.212
H: -0.843 0.326 4.177
H: 0.962 -2.226 -2.663
C: -1.036 1.868 2.647
H: 0.622 1.246 3.858
H: 4.103 -0.587 -0.699
H: 0.229 2.833 -2.520
H: -1.461 2.467 -2.187
F: 2.287 1.797 1.330
C: 1.755 1.848 0.046
H: -2.462 -2.875 1.780
C: -0.564 2.113 -2.697
H: 3.682 -1.205 0.900
H: 1.761 -3.721 -0.618
S: -1.594 1.489 0.972
H: -0.186 -2.807 2.255
C: 1.718 -1.467 -2.443
C: -1.464 -0.584 -2.418
C: -3.406 1.421 1.012
S: -3.280 -0.816 2.688
C: 2.918 2.328 -0.849
H: 1.473 -3.086 0.998
P: 1.794 -1.294 -0.603
P: -0.061 0.509 -2.017
H: -0.766 2.047 -3.767
F: 3.461 3.444 -0.377
H: -3.736 1.810 0.048
F: 2.472 2.583 -2.093
H: -3.947 -0.588 0.401
H: -0.410 2.751 2.536
C: -0.741 -1.932 2.585
C: -2.060 -1.861 1.838
H: -1.914 -1.499 0.821
H: 3.973 -2.334 -0.441
C: -0.243 0.778 3.390
H: -0.901 -2.068 3.656
C: 1.303 -0.128 -3.057
H: -1.910 2.148 3.233
H: -2.380 -0.181 -1.982
H: 2.116 0.593 -2.997
H: -5.080 0.169 1.494
H: -3.711 2.145 1.767
F: 3.891 1.418 -0.962
C: -4.016 0.051 1.282
H: 2.661 -1.848 -2.836
H: -1.601 -0.659 -3.497
S: 0.460 -0.578 2.421
H: 1.025 -0.223 -4.108
C: 1.238 -2.946 -0.056
C: 3.557 -1.362 -0.171

---

DFT (the ωB97M-V functional and the def2-TZVPD basis) results for a cluster of 3 separate species, C4H8O2 in total.

Results
* net charge: 0
* E_HOMO: -8.71 eV
* gap between HOMO and LUMO: 9.637 eV
* relative energy (zero: lowest compared OMol25 entry of this formula, charge and spin): 249.8 kJ/mol

Element x y z (Å)
H: -2.105 0.507 0.045
H: 1.850 0.457 2.082
H: -1.809 -0.629 -1.279
O: 2.533 1.799 -0.106
H: -0.173 0.983 1.449
H: 0.624 -0.236 -2.818
C: 1.670 2.066 -0.796
C: -0.450 -0.832 0.392
C: 0.227 0.004 1.178
C: -1.798 -0.519 -0.186
O: 1.434 -0.333 1.721
H: -2.565 -1.192 0.212
H: -0.002 -1.799 0.172
H: 0.563 -0.277 -2.066

---

DFT (the ωB97M-V functional and the def2-TZVPD basis) results for an isolated molecule of C22H23ClN2O2.

Results
* SMILES: O=C(NC1(c2ccccc2)CC1)[C@H]1CCC(=O)N(Cc2ccc(Cl)cc2)C1
* net charge: 0
* E_HOMO: -8.77 eV
* gap between HOMO and LUMO: 9.279 eV
* relative energy (zero: lowest compared OMol25 entry of this formula, charge and spin): 68.0 kJ/mol

Element x y z (Å)
C: 0.888 0.681 2.730
C: -3.036 2.121 -1.052
H: 0.991 -2.993 -1.339
C: -2.209 0.285 -2.377
H: 2.898 -1.351 -3.067
H: -1.924 -1.085 -4.008
H: -0.102 -1.856 3.220
Cl: -4.330 1.801 1.290
C: 0.803 0.252 -2.616
H: -2.000 2.353 -2.902
C: 2.104 -1.600 3.060
C: -0.076 3.099 3.696
H: -2.571 -1.665 -1.584
H: 1.358 0.640 -3.484
H: -1.226 0.538 -4.281
N: -0.131 -0.755 -3.062
H: -3.746 -0.841 0.426
C: 1.405 -0.610 2.176
C: 1.077 -0.515 -0.248
H: -0.452 4.037 4.076
H: 1.671 -3.447 -2.895
C: 0.042 -2.090 -2.970
O: -0.788 -2.879 -3.386
H: 3.165 -1.947 -1.425
C: -3.519 1.216 -0.123
C: -2.380 1.647 -2.175
C: -0.391 1.110 2.391
C: 1.682 1.475 3.547
C: -0.868 2.315 2.873
N: 1.900 -0.488 0.827
H: 0.228 1.075 -2.180
O: -0.110 -0.736 -0.166
H: -0.998 0.496 1.744
H: 2.939 -2.148 2.648
H: -3.165 3.181 -0.896
H: 1.821 3.288 4.671
H: 2.573 0.487 -1.429
C: 1.312 -2.599 -2.308
C: 1.794 -0.268 -1.578
H: 2.865 -0.221 0.713
H: 2.210 -1.358 4.107
C: -2.711 -0.606 -1.435
C: -3.366 -0.148 -0.309
H: 2.680 1.148 3.806
H: 0.626 -2.648 1.765
C: -1.409 -0.244 -3.538
C: 2.408 -1.563 -2.113
C: 0.732 -1.903 2.537
H: -1.863 2.641 2.609
C: 1.199 2.678 4.031

---

DFT (the ωB97M-V functional and the def2-TZVPD basis) results for a structure of composition C24H26CdN4Si.

Results
* net charge: 0
* E_HOMO: -5.97 eV
* gap between HOMO and LUMO: 5.248 eV
* relative energy (zero: lowest compared OMol25 entry of this formula, charge and spin): 222.0 kJ/mol

Element x y z (Å)
C: 0.232 1.722 3.418
H: -3.658 2.866 -5.134
C: 4.973 -0.493 0.862
C: -5.240 -0.422 3.140
H: -4.342 1.536 3.352
H: 5.982 -0.878 0.811
C: 2.177 1.046 2.659
Si: -3.064 2.154 0.746
C: -2.280 2.748 -1.982
H: -5.214 1.009 -1.502
H: -2.568 2.647 2.135
H: 3.236 1.454 4.436
H: 3.959 -0.814 -1.075
C: -0.869 -1.691 -1.333
H: -1.436 -2.470 -0.860
C: -5.395 -1.561 2.308
H: -1.341 3.094 -1.486
N: 2.346 1.445 3.944
C: -4.019 -0.524 0.584
H: -3.262 4.451 0.114
C: 0.838 -0.320 -2.026
H: -4.735 3.789 0.813
C: -3.547 2.621 -4.060
H: -4.776 -2.551 0.426
H: -5.628 -0.486 4.185
N: 0.886 1.208 2.314
C: 3.972 -0.447 -0.064
Cd: 0.587 0.779 0.075
H: 1.841 -0.059 -2.321
H: 1.004 2.282 5.422
C: -4.412 1.592 -1.989
H: 1.206 -1.988 -0.605
C: -0.330 0.018 -2.753
C: -4.763 -1.615 1.043
C: 3.155 0.484 1.728
H: -2.408 -0.787 -2.680
C: 0.487 -1.374 -1.117
H: -0.834 1.908 3.381
C: -2.395 3.032 -3.364
H: -5.415 1.490 -3.965
H: 4.904 0.205 2.892
N: 2.859 0.174 0.459
H: -1.603 3.615 -3.888
H: -3.406 -0.604 -0.343
C: 1.133 1.903 4.425
H: -1.536 1.755 0.548
N: 4.432 0.100 2.001
H: -5.942 -2.478 2.669
C: -3.280 2.068 -1.253
C: -1.378 -0.791 -2.293
H: -3.404 4.465 1.860
H: -0.431 0.777 -3.502
C: -4.531 0.699 2.661
C: -3.648 3.895 0.944
C: -4.530 1.864 -3.401
C: -3.991 0.654 1.352

---

Computed values of maximum force (unit: eV Å⁻¹) for the preceding records, in sequence: 0.69 5.00 1.91 1.37 0.77 2.31.